The following is a quantum chemistry calculation of the molecule C23H30N2O4S at a distorted geometry, from OMol25.

Energy above the lowest of the compared OMol25 structures with the same formula, charge and spin   23.7 kcal/mol
HOMO-LUMO gap   8.50 eV
Molecular weight   430.6 g mol⁻¹
SMILES string   CCOc1ccc(N(CC(=O)N2CCCCCC2)S(=O)(=O)c2ccc(C)cc2)cc1
Charge   0

Cartesian coordinates (Å):
C -5.990096 -2.280150 -0.313265
C -5.008476 -3.266843 0.314452
O -3.994563 -2.626111 1.060623
C -2.948930 -2.034995 0.417662
C -2.724829 -2.048006 -0.954879
C -1.621526 -1.404047 -1.484526
C -0.713206 -0.748505 -0.664005
C -0.924257 -0.754114 0.710627
C -2.030457 -1.381516 1.240353
H -2.200033 -1.394878 2.305243
H -0.205932 -0.283534 1.360819
N 0.350957 -0.030554 -1.250338
S 0.872443 1.343845 -0.449756
O 1.636135 2.082408 -1.418618
O 1.531777 1.085841 0.802190
C -0.692331 2.149646 -0.159763
C -1.527305 2.364928 -1.239095
C -2.758645 2.958229 -1.032801
C -3.157868 3.341661 0.244961
C -2.293614 3.127313 1.312992
C -1.060699 2.531050 1.114504
H -0.378591 2.354620 1.931076
H -2.589540 3.426932 2.307419
C -4.506307 3.953984 0.463972
H -4.789041 4.581561 -0.377714
H -5.254964 3.167587 0.562371
H -4.521475 4.550136 1.372514
H -3.420349 3.127769 -1.869453
H -1.201044 2.065826 -2.222091
C 1.390706 -0.766865 -1.952394
C 2.214734 -1.540085 -0.916971
O 1.684101 -2.489703 -0.360130
N 3.471095 -1.146183 -0.635991
C 4.142799 -0.031121 -1.284751
H 3.429951 0.782952 -1.425863
C 5.319381 0.552471 -0.502694
H 6.151166 -0.153294 -0.454792
H 5.662489 1.412118 -1.082978
C 4.944346 1.014747 0.906682
C 5.085433 -0.090413 1.949852
C 4.064298 -1.206488 1.763765
C 4.163935 -1.892787 0.399790
H 5.204713 -2.042063 0.106545
H 3.670394 -2.866521 0.452551
H 3.058089 -0.795693 1.861446
H 4.204776 -1.956037 2.545172
H 4.951548 0.342454 2.943445
H 6.096365 -0.507320 1.905089
H 3.915903 1.378688 0.905507
H 5.596337 1.843850 1.191215
H 4.504725 -0.357913 -2.271212
H 0.911390 -1.498913 -2.606754
H 1.949641 -0.049448 -2.548096
H -1.466117 -1.412765 -2.552950
H -3.396772 -2.554886 -1.629548
H -5.530138 -3.890913 1.045911
H -4.573345 -3.923815 -0.448360
H -5.484179 -1.622965 -1.016370
H -6.772984 -2.823251 -0.835652
H -6.442041 -1.667897 0.463049

Atoms 1-3, force components in eV/Å:
0.3 -0.1 0.2
-0.4 -0.1 -0.2
0.2 0.1 0.1

---

The following is a quantum chemistry calculation of the molecule C23H30N4O3 at a distorted geometry, from OMol25.

Energy above the lowest of the compared OMol25 structures with the same formula, charge and spin   45.2 kcal/mol
HOMO-LUMO gap   8.62 eV
Molecular weight   410.5 g mol⁻¹
SMILES string   Cc1ccoc1C(=O)N1CCC[C@H](CCC(=O)N2CCN(c3ccccn3)CC2)C1
Charge   0

Cartesian coordinates (Å):
C -1.270530 -2.584540 -1.398542
C -0.326192 -2.813684 -0.276799
C 0.941710 -2.299447 -0.081218
C 1.666370 -1.352415 -0.938534
O 1.103181 -0.879438 -1.924872
N 2.937918 -0.998007 -0.633504
C 3.674694 -1.412277 0.545024
H 3.759760 -2.503928 0.562948
C 5.067627 -0.790987 0.560219
C 5.000868 0.736329 0.485690
H 5.993904 1.121425 0.250738
C 3.975225 1.213266 -0.565826
C 2.760765 1.852992 0.123518
C 1.668497 2.306174 -0.851076
C 0.576005 3.055028 -0.112948
O 0.598791 4.267254 0.007758
N -0.420690 2.311852 0.429705
C -0.549074 0.871064 0.304014
H -0.685244 0.581879 -0.744826
C -1.745952 0.381272 1.114275
N -2.953392 1.042315 0.681432
C -3.996464 0.326255 0.180526
N -3.896875 -1.006293 0.245413
C -4.903867 -1.745057 -0.187664
C -6.070676 -1.227443 -0.714288
C -6.177653 0.157226 -0.794431
C -5.142683 0.948515 -0.349757
H -5.216290 2.021497 -0.407387
H -7.067754 0.613255 -1.204300
H -6.864492 -1.873296 -1.052397
H -4.751680 -2.814325 -0.103922
C -2.858179 2.477081 0.499788
H -3.682637 2.978398 1.020966
C -1.535264 2.989413 1.059421
H -1.422480 4.055317 0.847939
H -1.503242 2.850521 2.145841
H -2.917957 2.730769 -0.567954
H -1.580559 0.567435 2.182228
H -1.884399 -0.689632 0.967532
H 0.351641 0.374748 0.675052
H 1.249852 1.459508 -1.391114
H 2.104093 3.006270 -1.566566
H 2.341650 1.146437 0.842600
H 3.103844 2.726529 0.683362
C 3.572109 0.023996 -1.441359
H 4.454457 -0.388360 -1.940308
H 2.860703 0.317556 -2.212502
H 4.431315 1.965091 -1.216342
H 4.724019 1.130441 1.465047
H 5.570576 -1.093310 1.480038
H 5.651588 -1.184655 -0.272517
H 3.138338 -1.104977 1.451440
O 1.449420 -2.776456 1.091349
C 0.524442 -3.579959 1.630588
C -0.581100 -3.644450 0.843375
H -1.474496 -4.204661 1.026566
H 0.769172 -4.042722 2.566795
H -0.805334 -1.969347 -2.161122
H -1.569268 -3.538203 -1.831173
H -2.168117 -2.089247 -1.027951

Atoms 1-3, force components in eV/Å:
0.0 0.1 -0.2
0.7 0.4 0.0
-1.2 -0.3 -0.4

---

| no. | HOMO level (eV) | lowest unoccupied orbital energy (eV) |
| --- | --- | --- |
| 1 | -7.951 | 0.55 |
| 2 | -7.928 | 0.69 |